Below is a molecular structure, C42H30F10N5O4SW in a non-equilibrium geometry, with properties calculated with wB97M-V/def2-TZVPD.

Structure (XYZ):
```
93
Properties=species:S:1:pos:R:3:mulliken_charge:R:1
W 0.032 -0.538 0.073 1.485
C -0.926 1.167 2.712 -1.011
N -0.493 -0.151 2.209 0.078
C -1.556 -1.172 2.420 -1.189
C -2.624 -0.955 1.348 -0.698
N -1.970 -0.867 0.018 0.647
C -2.663 -1.235 -1.140 -0.144
C -4.110 -0.838 -1.226 0.191
F -4.737 -0.589 -0.064 -0.342
C -4.796 -0.485 -2.330 -0.769
F -6.017 0.025 -2.200 -0.325
C -4.337 -0.767 -3.730 2.376
F -5.250 -1.584 -4.332 -0.453
C -2.941 -1.312 -3.502 -0.270
F -2.642 -2.141 -4.559 -0.551
C -2.104 -1.603 -2.322 -1.132
F -0.033 -2.273 -3.486 -0.501
C 0.872 -0.497 2.720 -1.109
C 1.966 0.380 2.062 -0.522
N 1.730 0.503 0.587 1.266
C 3.080 2.034 -0.720 -0.637
C 4.294 2.152 -0.058 0.439
F 4.320 2.074 1.272 -0.343
C 5.471 2.355 -0.754 0.391
F 6.621 2.462 -0.111 -0.278
C 5.432 2.458 -2.139 0.533
F 6.547 2.659 -2.812 -0.267
C 4.226 2.348 -2.818 0.195
F 4.195 2.437 -4.138 -0.284
C 3.062 2.123 -2.105 0.016
F 1.910 1.982 -2.759 -0.369
H -1.107 1.099 3.788 0.328
H -1.834 1.477 2.205 0.250
H -0.163 1.918 2.524 0.322
H -1.972 -1.091 3.427 0.448
H -1.104 -2.156 2.291 0.221
H -3.201 -0.056 1.566 0.470
H -3.316 -1.796 1.391 0.681
H 1.055 -1.549 2.494 0.301
H 0.914 -0.368 3.805 0.534
H 2.939 -0.083 2.221 0.478
H 1.975 1.392 2.459 0.506
C -1.088 -5.056 0.462 -0.545
O 0.323 -5.267 0.536 -0.522
C 1.081 -4.595 -0.374 0.408
C 1.958 -5.299 -1.180 -0.478
C 2.761 -4.645 -2.109 -0.978
C 2.678 -3.273 -2.255 -0.735
C 1.808 -2.558 -1.445 0.225
C 1.638 -1.069 -1.508 0.185
N 2.104 -0.739 -0.046 -1.725
N 1.889 1.788 0.012 0.533
C 0.665 2.374 -0.255 -0.152
O -0.360 1.691 -0.102 -0.837
C 0.612 3.779 -0.668 0.969
C 1.609 4.689 -0.317 -0.119
C 1.497 6.008 -0.719 -1.012
C 0.404 6.411 -1.476 -0.459
C -0.592 5.506 -1.821 -0.875
C -0.495 4.188 -1.413 -0.570
C 1.031 -3.199 -0.482 -0.071
O 0.206 -2.491 0.328 -0.525
H -1.565 -6.027 0.580 0.352
H -1.373 -4.626 -0.500 0.221
H -1.415 -4.390 1.262 0.125
H 1.991 -6.375 -1.071 0.518
H 3.438 -5.217 -2.728 0.418
H 3.277 -2.756 -2.995 0.489
H 2.303 -0.552 -2.198 1.090
H 2.449 4.382 0.292 0.451
H 2.257 6.725 -0.440 0.459
H 0.324 7.442 -1.794 0.424
H -1.441 5.829 -2.407 0.458
H -1.259 3.467 -1.672 0.527
C -5.026 -1.979 -7.261 -0.757
C -5.571 -0.585 -7.147 0.796
O -6.726 -0.301 -7.067 -0.513
S -4.323 0.765 -7.291 -0.181
C -3.194 0.291 -6.014 -0.823
C -3.669 0.424 -4.574 -0.038
C -2.465 0.156 -3.688 -0.603
C -1.089 -0.203 -4.053 -1.006
C -0.825 -0.279 -5.356 -0.950
C -1.891 0.113 -6.314 -0.595
C -0.681 -1.200 -2.907 3.904
C 0.133 -0.691 -1.778 -0.792
H -5.819 -2.694 -7.059 0.305
H -4.193 -2.126 -6.574 0.095
H -4.643 -2.112 -8.275 0.334
H -4.170 1.385 -4.455 0.745
H -2.541 0.673 -2.734 0.892
H 0.047 -0.784 -5.751 0.478
H -1.615 0.142 -7.360 0.500
```

The total energy is -99502.6077 eV. The value obtained for the largest force on an atom is 1.2 eV Å⁻¹. Its highest occupied orbital energy is -10.4 eV. The gap between HOMO and LUMO is 6.85 eV. The molecular weight comes out at 1074.6 g/mol. Its total charge is +1.

---

Below is a molecular structure, C42H30IN3O4PRuS, with properties calculated with wB97M-V/def2-TZVPD.

Structure (XYZ):
```
83
Properties=species:S:1:pos:R:3:lowdin_spin:R:1
Ru -0.104 0.198 0.370 3.806
O 1.759 0.850 -0.736 0.134
N 1.645 1.445 -1.859 0.005
N 0.472 1.400 -2.345 0.016
O -0.519 0.811 -1.731 0.133
C 0.198 2.071 -3.589 0.004
C 1.232 2.679 -4.288 0.002
C 0.928 3.334 -5.469 0.000
C -0.381 3.379 -5.934 0.001
C -1.393 2.763 -5.216 0.000
C -1.113 2.096 -4.030 0.001
H 2.243 2.638 -3.914 0.000
H 1.722 3.811 -6.028 0.000
H -0.608 3.893 -6.859 0.000
H -2.415 2.792 -5.570 0.000
H -1.889 1.609 -3.460 0.000
O -2.360 -2.327 2.400 0.029
C -2.556 -1.303 1.774 0.017
O -2.085 -1.001 0.607 0.121
C -3.486 -0.245 2.349 0.003
C -4.322 -0.609 3.400 0.000
C -5.279 0.269 3.876 0.001
C -5.419 1.520 3.290 0.001
C -4.572 1.902 2.262 0.005
C -3.580 1.035 1.806 0.015
P -2.407 1.522 0.505 0.112
C -2.110 3.321 0.636 0.013
C -2.333 4.110 1.761 0.008
C -1.852 5.413 1.826 0.000
C -1.146 5.951 0.763 0.008
C -0.920 5.178 -0.370 -0.001
C -1.389 3.879 -0.427 0.007
C -3.383 1.398 -1.044 0.012
C -4.086 2.504 -1.514 0.006
C -4.841 2.425 -2.675 0.000
C -4.909 1.232 -3.379 0.003
C -4.226 0.119 -2.906 0.000
C -3.469 0.196 -1.747 0.003
H -4.206 -1.605 3.806 0.000
H -5.932 -0.025 4.687 0.000
H -6.190 2.201 3.627 0.000
H -4.700 2.875 1.807 0.000
H -2.863 3.717 2.614 0.000
H -2.033 6.000 2.717 0.000
H -0.778 6.968 0.811 0.001
H -0.372 5.584 -1.210 0.000
H -1.191 3.284 -1.310 0.000
H -4.047 3.446 -0.981 0.000
H -5.379 3.298 -3.022 0.000
H -5.496 1.164 -4.286 0.000
H -4.275 -0.819 -3.443 0.000
H -2.951 -0.678 -1.381 0.000
I 0.471 -2.354 -1.391 0.099
C 1.733 -3.005 0.112 0.004
C 2.567 -4.051 -0.164 0.008
C 3.376 -4.594 0.854 -0.003
C 3.280 -4.101 2.120 0.006
C 2.407 -3.028 2.421 0.005
C 2.275 -2.585 3.762 0.023
C 1.418 -1.575 4.065 0.007
C 0.717 -0.924 3.027 0.067
C 0.814 -1.273 1.702 0.164
C 1.641 -2.407 1.400 0.033
H 2.593 -4.479 -1.156 0.002
H 4.046 -5.412 0.625 0.000
H 3.865 -4.527 2.925 0.001
H 2.852 -3.084 4.532 0.001
H 1.284 -1.253 5.090 0.000
H 0.082 -0.100 3.324 0.010
S 2.302 3.996 2.461 0.006
C 1.779 2.757 1.404 0.007
N 0.714 2.102 1.749 0.081
C 0.242 2.569 2.978 0.005
C -0.860 2.071 3.678 0.002
C -1.197 2.643 4.882 0.000
C -0.457 3.716 5.403 0.000
C 0.634 4.215 4.729 0.001
C 0.981 3.625 3.512 0.003
H 2.312 2.525 0.494 0.000
H -1.453 1.261 3.277 0.002
H -2.049 2.263 5.431 0.000
H -0.743 4.150 6.351 0.000
H 1.206 5.039 5.132 0.000
```

The total energy is -87503.7896 eV. The value obtained for the largest force on an atom is 0.6 eV Å⁻¹. Its highest occupied orbital energy (alpha / beta) is -7.2 / -7.6 eV. The gap between HOMO and LUMO (alpha / beta) is 7.40 / 6.58 eV. The molecular weight comes out at 931.7 g/mol. Its multiplicity is 6. As for the expectation value of S²: 8.76. Its total charge is 0.

---

Below is a molecular structure, C42H30MnN5P2STe in a non-equilibrium geometry, with properties calculated with wB97M-V/def2-TZVPD.

Structure (XYZ):
```
82
Properties=species:S:1:pos:R:3:lowdin_spin:R:1
Mn -0.694 0.818 0.857 4.560
Te 0.102 -1.283 -3.323 0.008
C 1.823 -2.575 -3.472 0.004
C 2.901 -2.341 -4.308 0.001
C 3.960 -3.241 -4.281 0.000
N 3.990 -4.305 -3.503 0.001
C 2.940 -4.551 -2.743 0.000
C 1.828 -3.725 -2.696 0.002
C 0.324 -1.062 -1.208 0.065
P -1.286 -1.117 -0.415 0.067
C -1.885 -2.758 -0.952 0.023
C -1.246 -3.910 -0.503 0.003
C -1.603 -5.143 -1.019 0.001
C -2.593 -5.238 -1.984 0.000
C -3.243 -4.095 -2.418 0.000
C -2.894 -2.858 -1.902 0.003
C -0.932 -1.511 1.375 0.008
C 0.245 -2.043 1.919 0.019
C 0.252 -2.501 3.227 0.003
C -0.893 -2.425 4.009 0.017
C -2.055 -1.872 3.494 0.003
C -2.075 -1.417 2.188 0.021
P 1.217 0.379 -0.528 0.023
C 2.947 -0.093 -0.827 0.002
C 3.324 -1.430 -0.802 0.002
C 4.616 -1.794 -1.134 0.000
C 5.541 -0.824 -1.485 0.001
C 5.185 0.516 -1.458 0.000
C 3.897 0.884 -1.118 0.001
C 1.099 1.765 -1.716 0.008
C 0.445 2.896 -1.236 0.014
C 0.189 3.973 -2.064 0.002
C 0.583 3.919 -3.392 0.000
C 1.282 2.817 -3.861 0.001
C 1.556 1.745 -3.030 0.000
H 2.931 -1.488 -4.970 0.000
H 4.832 -3.094 -4.903 0.000
H 2.993 -5.446 -2.139 0.000
H 0.983 -3.969 -2.068 0.000
H -0.471 -3.844 0.247 0.000
H -1.101 -6.035 -0.677 0.000
H -2.855 -6.202 -2.395 0.000
H -4.016 -4.171 -3.166 0.000
H -3.404 -1.964 -2.236 0.001
H 1.142 -2.108 1.315 0.001
H 1.153 -2.935 3.637 0.000
H -0.880 -2.801 5.020 0.001
H -2.947 -1.811 4.099 0.000
H -2.992 -1.024 1.757 0.003
H 2.592 -2.185 -0.547 0.001
H 4.897 -2.836 -1.134 0.000
H 6.537 -1.111 -1.781 0.000
H 5.910 1.275 -1.712 0.000
H 3.625 1.931 -1.097 0.000
H 0.182 2.929 -0.169 0.008
H -0.315 4.843 -1.671 0.000
H 0.355 4.730 -4.064 0.000
H 1.615 2.787 -4.885 0.000
H 2.134 0.906 -3.401 0.000
S -3.670 6.404 5.173 0.000
N -2.775 5.121 5.561 0.000
C -2.581 4.389 4.474 0.000
C -1.823 3.180 4.386 0.001
C -1.255 2.554 5.495 0.006
C -0.475 1.435 5.291 0.000
C -0.256 0.990 3.992 0.012
N -0.830 1.538 2.924 0.038
C -1.640 2.611 3.107 0.008
C -2.314 3.156 1.947 0.007
N -2.149 2.507 0.767 0.032
C -2.755 2.999 -0.310 0.010
C -3.518 4.161 -0.301 0.001
C -3.685 4.849 0.884 0.005
C -3.095 4.332 2.040 0.001
C -3.207 4.953 3.324 0.000
N -3.849 6.077 3.606 0.000
H -1.428 2.967 6.476 0.000
H -0.035 0.909 6.122 0.000
H 0.409 0.155 3.796 0.001
H -2.610 2.448 -1.232 0.001
H -3.959 4.520 -1.216 0.000
H -4.249 5.767 0.939 0.000
```

The total energy is -119512.2482 eV. The value obtained for the largest force on an atom is 2.6 eV Å⁻¹. Its highest occupied orbital energy (alpha / beta) is -9.1 / -9.1 eV. The gap between HOMO and LUMO (alpha / beta) is 5.28 / 5.17 eV. The molecular weight comes out at 881.3 g/mol. Its multiplicity is 6. As for the expectation value of S²: 8.77. Its total charge is +1.

---

Below is a molecular structure, C42H31BrN8O4SSn, with properties calculated with wB97M-V/def2-TZVPD.

Structure (XYZ):
```
88
Properties=species:S:1:pos:R:3:mulliken_charge:R:1
Sn -0.102 0.269 1.301 1.892
Br -6.923 -1.862 -0.572 -0.108
C -5.393 -1.302 0.359 -0.191
C -5.061 -1.909 1.565 -0.904
C -3.925 -1.511 2.245 -0.278
C -3.127 -0.499 1.719 -0.659
C -3.455 0.100 0.512 0.715
C -4.592 -0.300 -0.168 -0.574
N -1.927 -0.088 2.409 0.302
C -1.910 -0.084 3.689 -0.277
C -0.730 0.264 4.471 0.388
C -0.720 0.100 5.844 -0.888
C 0.435 0.449 6.533 -0.501
C 1.509 0.938 5.815 -1.317
C 1.407 1.070 4.432 -0.179
N 0.303 0.747 3.769 0.119
H -5.678 -2.703 1.961 0.457
H -3.651 -2.040 3.149 0.558
H -2.842 0.886 0.098 0.340
H -4.849 0.160 -1.111 0.553
H -2.820 -0.326 4.231 0.753
H -1.585 -0.296 6.357 0.525
H 0.493 0.330 7.606 0.472
H 2.432 1.212 6.307 0.463
H 2.255 1.388 3.847 0.707
C -2.055 6.273 -4.901 -1.445
C -1.695 5.037 -4.132 0.992
C -2.658 4.338 -3.400 -0.983
C -2.330 3.187 -2.708 -0.283
C -1.015 2.740 -2.739 -1.103
C -0.034 3.409 -3.460 0.140
C -0.385 4.553 -4.154 -0.910
S -0.595 1.269 -1.906 2.090
O 0.787 0.957 -2.148 -0.769
O -1.616 0.288 -2.132 -0.672
N -0.722 1.633 -0.244 -0.358
C -0.013 2.733 0.248 0.540
C -0.096 4.062 -0.152 -0.716
C 0.687 4.982 0.515 -0.548
C 1.516 4.573 1.558 -1.196
C 1.519 3.248 1.913 0.031
N 0.771 2.341 1.262 0.138
H -3.077 6.588 -4.699 0.368
H -1.961 6.092 -5.973 0.338
H -1.383 7.094 -4.651 0.365
H -3.679 4.696 -3.388 0.369
H -3.084 2.638 -2.159 0.351
H 0.980 3.033 -3.474 0.550
H 0.366 5.078 -4.730 0.450
H -0.761 4.364 -0.947 0.594
H 0.651 6.023 0.224 0.498
H 2.142 5.273 2.090 0.455
H 2.149 2.897 2.710 0.314
O 0.169 -2.776 2.506 -0.654
C 1.250 -2.284 2.293 0.179
N 1.422 -0.949 1.908 0.878
C 2.763 -0.592 1.854 -0.235
O 3.132 0.522 1.549 -0.643
C 3.535 -1.811 2.214 0.444
C 4.896 -2.019 2.286 -0.560
C 5.323 -3.309 2.594 -0.554
C 4.412 -4.338 2.818 -0.546
C 3.038 -4.118 2.750 -0.644
C 2.624 -2.839 2.444 0.241
H 5.599 -1.216 2.111 0.539
H 6.382 -3.520 2.654 0.447
H 4.783 -5.328 3.048 0.448
H 2.327 -4.913 2.927 0.548
N 3.363 -5.061 -7.181 -0.442
C 2.790 -4.653 -6.275 -0.070
C 2.073 -4.143 -5.138 0.428
C 2.603 -3.088 -4.399 -1.151
C 1.923 -2.602 -3.299 -0.436
C 0.711 -3.174 -2.934 1.934
C 0.170 -4.216 -3.671 -0.622
C 0.854 -4.701 -4.772 -1.143
N 0.004 -2.675 -1.788 0.488
C -1.236 -3.083 -1.334 -0.548
C -1.528 -2.324 -0.255 -1.629
N -0.481 -1.454 -0.034 0.762
C 0.422 -1.703 -0.971 -0.667
H 3.545 -2.647 -4.693 0.464
H 2.348 -1.771 -2.755 0.420
H -0.775 -4.664 -3.408 0.384
H 0.438 -5.514 -5.352 0.471
H -1.801 -3.868 -1.797 0.507
H -2.385 -2.376 0.391 0.623
H 1.355 -1.183 -1.085 0.370
```

The total energy is -150865.2016 eV. The value obtained for the largest force on an atom is 0.5 eV Å⁻¹. Its highest occupied orbital energy is -13.5 eV. The gap between HOMO and LUMO is 6.70 eV. The molecular weight comes out at 942.4 g/mol. Its total charge is +2.

---

Below is a molecular structure, C42H31Cl2NO5P2PtS2, with properties calculated with wB97M-V/def2-TZVPD.

Structure (XYZ):
```
86
Properties=species:S:1:pos:R:3:lowdin_spin:R:1
Pt -0.974 -1.591 -0.480 1.278
O -3.102 1.497 2.292 0.001
S -1.983 1.012 1.443 0.004
C -0.538 0.956 2.549 0.001
C -0.787 1.555 3.780 0.001
C 0.167 1.551 4.777 -0.002
C 1.383 0.925 4.543 0.005
C 1.616 0.321 3.323 0.015
C 0.670 0.311 2.289 0.075
P 1.332 -0.473 0.688 0.319
C 2.141 -1.888 1.477 0.017
C 1.335 -2.873 2.032 0.010
C 1.905 -3.963 2.668 -0.001
C 3.283 -4.076 2.756 0.007
C 4.092 -3.091 2.208 0.000
C 3.524 -1.999 1.570 0.009
C 2.505 0.874 0.303 0.020
C 3.644 0.687 -0.486 0.017
C 4.505 1.743 -0.735 -0.002
C 4.232 3.011 -0.244 0.019
C 3.084 3.219 0.503 -0.002
C 2.234 2.159 0.782 0.018
C -1.549 2.471 0.463 0.002
C -1.701 3.709 1.076 0.000
C -1.616 4.863 0.322 0.000
C -1.423 4.778 -1.053 0.002
C -1.280 3.545 -1.657 0.007
C -1.316 2.367 -0.902 0.028
P -1.049 0.761 -1.726 0.170
C 0.364 1.107 -2.811 0.015
C 1.302 2.087 -2.489 0.012
C 2.407 2.294 -3.301 0.000
C 2.594 1.517 -4.431 0.013
C 1.669 0.535 -4.755 -0.001
C 0.560 0.329 -3.954 0.011
C -2.480 0.606 -2.827 0.017
C -3.566 -0.132 -2.366 0.008
C -4.720 -0.230 -3.129 0.000
C -4.791 0.405 -4.360 0.002
C -3.710 1.141 -4.825 0.001
C -2.558 1.246 -4.061 0.006
H -1.763 1.995 3.943 0.000
H -0.041 2.020 5.729 0.000
H 2.149 0.898 5.307 0.001
H 2.575 -0.155 3.166 0.001
H 0.260 -2.795 1.967 0.003
H 1.266 -4.729 3.089 0.000
H 3.727 -4.931 3.250 0.000
H 5.169 -3.170 2.275 0.000
H 4.164 -1.232 1.160 0.000
H 3.844 -0.277 -0.925 0.001
H 5.388 1.571 -1.338 0.000
H 4.906 3.833 -0.450 0.001
H 2.844 4.204 0.882 -0.001
H 1.350 2.352 1.374 0.001
H -1.931 3.745 2.133 0.000
H -1.731 5.828 0.797 0.000
H -1.386 5.678 -1.654 0.000
H -1.121 3.487 -2.726 0.000
H 1.183 2.698 -1.609 0.000
H 3.124 3.059 -3.034 0.000
H 3.464 1.669 -5.058 0.001
H 1.814 -0.089 -5.627 0.000
H -0.141 -0.452 -4.206 0.000
H -3.508 -0.639 -1.408 0.006
H -5.558 -0.808 -2.762 0.000
H -5.688 0.324 -4.960 0.000
H -3.762 1.633 -5.787 0.000
H -1.717 1.814 -4.436 0.000
O 0.973 -3.465 -0.907 0.063
S 1.310 -2.418 -1.864 0.019
O 2.079 -2.781 -3.011 0.026
O 1.978 -1.260 -1.131 0.108
O -0.054 -1.816 -2.295 0.132
Cl -2.408 -1.485 3.900 0.041
C -2.799 -2.953 3.098 0.130
C -3.374 -3.988 3.799 -0.018
C -3.664 -5.182 3.147 0.140
C -3.373 -5.344 1.798 -0.017
C -2.797 -4.311 1.087 0.140
Cl -2.429 -4.541 -0.575 0.065
C -2.493 -3.066 1.710 0.109
N -1.940 -2.055 1.060 0.937
H -3.591 -3.861 4.850 -0.003
H -4.115 -5.996 3.698 0.009
H -3.587 -6.274 1.291 -0.002
```

The total energy is -124320.6784 eV. The value obtained for the largest force on an atom is 0.7 eV Å⁻¹. Its highest occupied orbital energy (alpha / beta) is -7.5 / -8.4 eV. The gap between HOMO and LUMO (alpha / beta) is 7.68 / 6.27 eV. The molecular weight comes out at 1021.8 g/mol. Its multiplicity is 5. As for the expectation value of S²: 6.07. Its total charge is 0.